Density functional theory data (the ωB97M-V functional and the def2-TZVPD basis) for 9 unconnected molecules or ions with the total composition C6H31O9.

## Properties
relative energy (zero: lowest compared OMol25 entry of this formula, charge and spin)	8.6	kcal per mole
net charge	+1
LUMO level	-3.0	eV

Last column: Mulliken charge in e.
Cartesian coordinates (Å):
O 1.28 -1.50 0.96  -0.41
C 0.84 0.14 -3.40  0.52
H -0.68 -0.83 -2.22  0.34
H 2.40 -0.87 -4.71  0.39
O -4.17 1.25 2.03  -0.62
C 0.36 -0.97 -2.50  -0.82
H -1.55 -0.68 3.83  0.30
O -1.83 1.80 -1.40  -0.54
H -3.04 2.44 2.27  0.40
O 0.76 1.39 -2.79  -0.55
H -1.06 0.62 1.04  0.40
O -2.29 -0.77 3.23  -0.61
O -0.47 2.04 1.75  -0.62
H -1.52 -3.63 0.91  0.30
H -2.03 2.73 -1.34  0.24
H 0.44 -1.95 -2.97  0.45
H -4.49 0.43 2.40  0.27
H 2.63 -0.72 2.14  0.36
C 3.59 -1.78 0.58  -1.49
H 0.37 2.46 1.92  0.30
O -2.64 3.26 2.55  -0.71
H 2.53 0.85 -4.50  0.33
H -2.53 1.43 -1.94  0.29
C 2.25 -0.07 -3.99  -1.37
H -4.92 1.84 2.06  0.28
H 0.20 0.17 -4.28  0.27
O -1.61 -0.16 0.93  -0.10
H -2.65 -1.63 3.42  0.31
H -3.21 3.94 2.19  0.30
H -0.90 -3.39 -0.45  0.30
H 1.59 1.03 0.67  -0.22
H 3.30 1.20 0.56  0.49
H 2.65 0.34 -0.71  0.09
H 1.05 -1.05 -1.65  -0.09
H 2.92 -0.34 -3.17  0.27
H 3.65 -2.69 1.18  0.50
C 2.49 0.50 0.35  -0.64
H 4.50 -1.32 0.96  0.41
H -0.04 1.39 -2.25  0.32
H 1.42 -2.42 1.19  0.24
C 2.50 -0.83 1.07  0.42
H -2.00 -0.39 1.78  0.44
H -1.03 -0.86 0.63  0.31
H -1.12 2.70 2.00  0.31
H 3.64 -2.05 -0.48  0.26
O -1.57 -3.06 0.14  -0.61